1.
{
  "formula": "C5H13N3",
  "method": "the ωB97M-V functional and the def2-TZVPD basis",
  "symbols": ["C", "C", "C", "N", "N", "N", "C", "C", "H", "H", "H", "H", "H", "H", "H", "H", "H", "H", "H", "H", "H"],
  "coordinates": [[-2.7791, -0.6806, -0.3062], [1.9152, -0.3122, 1.4007], [0.4002, 1.4825, 1.0370], [0.7333, 0.0770, 0.7815], [-1.8513, -1.6215, 0.2790], [-1.9725, -1.4743, -1.2087], [1.1787, -0.2636, -0.6063], [0.7096, 0.5301, -1.6685], [-1.0247, -1.1015, 0.6002], [-1.2005, -0.8827, -1.5434], [-2.5641, 0.3840, -0.2221], [-3.8308, -0.9389, -0.2470], [1.1456, -1.3508, -0.7259], [2.3114, 0.2811, 2.2178], [2.4052, -0.1404, -0.3713], [2.1683, -1.3643, 1.3628], [1.2177, 2.1694, 0.7809], [0.1776, 1.5814, 2.0999], [-0.4942, 1.7615, 0.4855], [1.1707, 0.4055, -2.6396], [0.1837, 1.4580, -1.5065]],
  "e_homo_ev": [-7.7, -8.2],
  "gap_ev": [7.459, 8.524],
  "e_above_lowest_kj_mol": 702.7
}

***

2.
{
  "formula": "C9H22BN3O4",
  "method": "the ωB97M-V functional and the def2-TZVPD basis",
  "symbols": ["C", "C", "C", "C", "O", "C", "O", "C", "C", "N", "N", "N", "B", "O", "C", "C", "H", "H", "H", "H", "H", "H", "H", "H", "H", "H", "H", "H", "H", "H", "H", "H", "H", "H", "H", "H", "O", "H", "H"],
  "coordinates": [[-2.0543, 2.6707, -0.6683], [-1.0561, 1.8469, -0.3470], [-1.0366, 0.9738, 0.8785], [-1.4663, -0.4880, 0.6217], [-0.3488, -1.3971, 0.4348], [0.6547, -1.0324, -0.3819], [0.4932, -0.4632, -1.4265], [2.0119, -1.4781, 0.1081], [3.1542, -0.5046, -0.2095], [4.4132, -1.0404, 0.3446], [3.4100, -0.4253, -1.6407], [2.9160, 0.8116, 0.4027], [-2.6191, -0.6358, -0.4731], [-2.4003, -1.4082, -1.5846], [-4.0187, 0.0368, -0.1831], [-4.7597, 0.5841, -1.4231], [-2.1956, 2.9464, -1.7087], [-2.7118, 3.1333, 0.0619], [-0.1952, 1.7986, -1.0054], [-0.0756, 0.9620, 1.4010], [-1.7577, 1.3847, 1.5936], [-1.9222, -0.8276, 1.5595], [1.9955, -1.7391, 1.1669], [2.2425, -2.3999, -0.4364], [4.7612, -1.7144, -0.3307], [4.2174, -1.5386, 1.2060], [4.3338, -0.0096, -1.7392], [2.7675, 0.2234, -2.0827], [2.8433, 1.5441, -0.2869], [2.0941, 0.8064, 0.9898], [-2.4272, -0.9340, -2.4216], [-4.6191, -0.7520, 0.2900], [-3.8859, 0.8137, 0.5734], [-4.8869, 1.6637, -1.3427], [-4.2277, 0.3774, -2.3532], [-5.7519, 0.1396, -1.5002], [3.8730, -1.5131, 3.6779], [4.3661, -1.8569, 4.4288], [3.8690, -0.5588, 3.8060]],
  "e_homo_ev": -9.1,
  "smiles": "C=CC[C@H](OC(=O)CC(N)(N)N)B(O)CC.O",
  "gap_ev": 9.704
}

***

3.
{
  "formula": "C27H20Br4O2PTc",
  "method": "the ωB97M-V functional and the def2-TZVPD basis",
  "symbols": ["Tc", "C", "C", "C", "C", "C", "C", "C", "P", "C", "C", "C", "C", "C", "C", "C", "C", "C", "C", "C", "C", "C", "C", "H", "H", "H", "H", "H", "H", "H", "H", "H", "H", "H", "H", "H", "H", "H", "H", "H", "H", "H", "H", "Br", "C", "C", "Br", "C", "Br", "C", "O", "C", "O", "C", "Br"],
  "coordinates": [[1.2170, -0.6294, 1.7813], [4.5031, -0.1000, -2.1820], [4.8669, 1.3418, -1.9532], [6.0435, 1.8116, -2.5267], [6.4702, 3.1224, -2.3670], [5.7165, 4.0037, -1.6143], [4.5431, 3.5543, -1.0294], [4.0940, 2.2370, -1.1877], [2.5067, 2.0270, -0.2984], [2.6868, 0.3797, 0.5449], [2.3351, -0.8703, -0.0606], [2.4602, -2.1040, 0.6085], [2.8204, -2.1175, 1.9673], [3.1524, -0.8933, 2.6192], [3.1193, 0.3699, 1.9151], [3.4181, 1.6307, 2.6708], [1.2502, 1.5684, -1.5719], [1.5755, 1.6839, -2.9213], [0.6431, 1.4404, -3.9215], [-0.6502, 1.0832, -3.5861], [-1.0080, 1.0032, -2.2479], [-0.0865, 1.2450, -1.2381], [-0.6061, 1.1751, 0.1757], [5.1298, -0.5257, -2.9637], [3.4646, -0.2104, -2.4947], [4.6576, -0.6979, -1.2820], [6.6408, 1.1289, -3.1188], [7.3906, 3.4483, -2.8336], [6.0325, 5.0292, -1.4799], [3.9503, 4.2407, -0.4359], [1.8828, -0.8444, -1.0432], [2.1321, -3.0160, 0.1304], [2.7931, -3.0343, 2.5390], [3.3569, -0.9019, 3.6812], [4.3687, 2.0405, 2.3230], [3.4958, 1.4299, 3.7377], [2.6576, 2.3930, 2.5001], [2.5799, 1.9795, -3.1987], [0.9319, 1.5383, -4.9596], [-1.3863, 0.8947, -4.3556], [-2.0330, 0.7701, -1.9836], [-0.3663, 0.1784, 0.6413], [-1.6975, 1.2169, 0.1941], [-1.8398, 5.9123, 4.1069], [-1.2280, 4.1768, 3.7558], [-1.1017, 3.2454, 4.7965], [-1.5377, 3.7187, 6.5572], [-0.6483, 1.9619, 4.5196], [-0.4160, 0.6631, 5.8560], [-0.3188, 1.5973, 3.2138], [0.1303, 0.3559, 2.9613], [-0.4516, 2.5173, 2.1837], [-0.0395, 2.2288, 0.9166], [-0.8986, 3.8077, 2.4543], [-1.0373, 4.9997, 1.0106]],
  "total_charge": 1,
  "e_homo_ev": [-11.2, -11.3],
  "spin_multiplicity": 2,
  "gap_ev": [7.197, 6.315],
  "e_above_lowest_kj_mol": 0.0
}

***

4.
{
  "formula": "C6H27O7",
  "method": "the ωB97M-V functional and the def2-TZVPD basis",
  "symbols": ["O", "H", "H", "H", "C", "O", "H", "H", "H", "H", "C", "O", "H", "H", "H", "H", "C", "O", "H", "H", "H", "H", "C", "O", "H", "H", "H", "H", "C", "O", "H", "H", "H", "H", "C", "O", "H", "H", "H", "H"],
  "coordinates": [[0.0210, -0.2866, 0.4104], [-0.7980, -0.2516, -0.2796], [0.7680, -0.3586, -0.1276], [0.1280, 0.5024, 0.9904], [-2.8150, -1.0896, -1.3256], [-2.7550, -0.5326, 0.0004], [-1.9640, -1.6116, -1.4536], [-2.9130, -0.1776, -1.8066], [-3.7120, -1.6846, -1.5196], [-3.5970, 0.0704, -0.0496], [3.5030, -0.6556, 0.4804], [2.6300, 0.0734, -0.3006], [4.6080, -0.2156, 0.7984], [3.3950, -1.6856, 0.3954], [2.9430, -0.7416, 1.3164], [3.1290, 0.9134, -0.5696], [-0.4390, 1.9044, 3.4844], [0.6390, 1.5174, 2.5944], [-0.5420, 2.8294, 3.5774], [0.0100, 1.5314, 4.5044], [-1.3070, 1.3874, 3.2474], [0.9670, 2.2274, 2.2424], [0.4650, -0.1276, -3.2696], [-0.3130, 0.4954, -2.3346], [-0.1450, -0.4566, -3.9946], [0.9870, -1.0996, -2.8346], [1.1920, 0.5044, -3.6476], [-0.7570, 1.2844, -2.8536], [-1.8280, 2.9834, 0.4124], [-0.6930, 2.2804, 0.0454], [-1.6060, 4.0124, 0.5244], [-2.3820, 2.7084, 1.1384], [-2.3230, 3.0954, -0.5646], [0.0020, 2.8314, -0.4776], [0.5910, -3.7816, 0.4454], [1.3360, -2.9696, -0.4926], [0.9960, -4.8286, 0.2404], [-0.5120, -3.7256, 0.0714], [0.8890, -3.5996, 1.5234], [2.2040, -3.2726, -0.5436]],
  "total_charge": 1,
  "e_homo_ev": -13.2,
  "gap_ev": 10.505,
  "e_above_lowest_kj_mol": 783.7
}

***

5.
{
  "formula": "C9H10",
  "method": "the ωB97M-V functional and the def2-TZVPD basis",
  "symbols": ["C", "C", "C", "C", "C", "C", "C", "C", "C", "H", "H", "H", "H", "H", "H", "H", "H", "H", "H"],
  "coordinates": [[-2.0872, 0.1308, 0.4932], [-1.3900, 0.8303, -0.6888], [-2.1013, 1.9126, -1.3931], [-0.2620, 0.4098, -1.2192], [0.4731, -0.5652, -0.7387], [1.5873, -1.3400, -0.9094], [0.6101, -1.3983, 0.4387], [2.0692, -1.7282, 0.4852], [2.9594, -0.6569, 1.1735], [-2.9267, -0.4824, 0.0874], [-2.3438, 1.0885, 1.1798], [-1.5321, -0.5968, 0.9055], [-1.4629, 2.6148, -1.7519], [-2.7394, 2.4881, -0.6072], [-2.7344, 1.6312, -2.2004], [2.3947, -2.8495, 0.4790], [2.5936, -0.7977, 2.3099], [2.9721, 0.3693, 0.9219], [3.9205, -1.0603, 1.0347]],
  "e_homo_ev": [-8.6, -7.2],
  "smiles": "CC(C)=C=C1C2=C1C2C",
  "gap_ev": [8.547, 6.281],
  "e_above_lowest_kj_mol": 776.8
}

***

6.
{
  "formula": "C3H14O3S2",
  "method": "the ωB97M-V functional and the def2-TZVPD basis",
  "symbols": ["C", "C", "S", "S", "C", "H", "H", "H", "H", "H", "H", "H", "H", "H", "H", "O", "H", "H", "O", "H", "H", "O"],
  "coordinates": [[-1.5025, -1.7174, -0.7124], [-1.4939, -0.9151, 0.6310], [-2.2896, 0.6285, 0.4115], [-0.1801, 2.2395, 2.0661], [1.1839, 2.0231, 1.0164], [-2.5398, -1.7209, -1.0907], [-0.8476, -1.1294, -1.3650], [-1.1862, -2.7007, -0.4617], [-0.4253, -0.6694, 0.7997], [-1.9567, -1.4651, 1.4345], [2.0220, 1.5714, 1.5113], [1.5623, 2.8641, 0.4519], [1.0468, 1.2303, 0.2478], [-0.9124, 1.6624, -2.0872], [0.5136, 1.0714, -2.1361], [-0.0415, 1.7991, -2.4681], [1.7250, -0.7144, -1.6693], [1.3733, -1.2742, 0.2895], [1.2527, -0.3115, -0.9268], [-1.0927, 1.2932, 1.6393], [2.3673, -1.9895, 1.2584], [1.4215, -1.7754, 1.1600]],
  "e_homo_ev": -9.0,
  "gap_ev": 4.375,
  "e_above_lowest_kj_mol": 574.2
}

***

7.
{
  "formula": "C6H13O",
  "method": "the ωB97M-V functional and the def2-TZVPD basis",
  "symbols": ["C", "C", "C", "C", "C", "C", "O", "H", "H", "H", "H", "H", "H", "H", "H", "H", "H", "H", "H", "H"],
  "coordinates": [[-1.9948, 1.7350, -0.9333], [-0.9418, 1.5350, 0.3161], [-0.5590, 0.0861, 0.6799], [0.8927, -0.0632, 1.0424], [1.7309, -0.7414, -0.1435], [1.1825, -2.2093, -0.2943], [0.3548, -2.5380, 0.6705], [-1.5262, 1.5554, -1.9380], [-2.9047, 1.0511, -0.7650], [-2.6048, 2.7454, -0.8810], [-0.1531, 2.1469, -0.1099], [-1.5833, 1.9494, 1.1787], [-0.6932, -0.3878, -0.3506], [-1.1721, -0.5847, 1.3143], [1.0759, -0.6357, 1.9377], [1.3543, 0.9739, 1.0843], [1.6822, -0.4445, -1.1952], [2.6923, -0.7920, 0.1044], [0.9464, -2.4647, -1.4353], [2.2211, -2.9167, -0.2822]],
  "total_charge": -1,
  "e_homo_ev": -2.1,
  "smiles": "CCCCCC[O-]",
  "gap_ev": 5.912,
  "e_above_lowest_kj_mol": 227.7
}

***

8.
{
  "formula": "C3H3NO2",
  "method": "the ωB97M-V functional and the def2-TZVPD basis",
  "symbols": ["O", "N", "O", "C", "C", "C", "H", "H", "H"],
  "coordinates": [[-1.8605, 1.3465, -0.1436], [-1.4648, 0.0831, -0.0982], [-2.3721, -0.8823, -0.1827], [-0.1928, -0.1751, 0.1088], [0.8940, -1.1656, -0.0589], [1.1642, 0.3691, 0.3431], [1.0136, -1.4122, -1.2199], [1.4436, 0.5469, 1.4298], [1.3749, 1.2896, -0.1782]],
  "total_charge": -2,
  "e_homo_ev": 3.0,
  "smiles": "[O-]N([O-])C1=CC1",
  "gap_ev": 4.811,
  "e_above_lowest_kj_mol": 149.3
}

***

Please write out number 2 again, unchanged.
{
  "formula": "C9H22BN3O4",
  "method": "the ωB97M-V functional and the def2-TZVPD basis",
  "symbols": ["C", "C", "C", "C", "O", "C", "O", "C", "C", "N", "N", "N", "B", "O", "C", "C", "H", "H", "H", "H", "H", "H", "H", "H", "H", "H", "H", "H", "H", "H", "H", "H", "H", "H", "H", "H", "O", "H", "H"],
  "coordinates": [[-2.0543, 2.6707, -0.6683], [-1.0561, 1.8469, -0.3470], [-1.0366, 0.9738, 0.8785], [-1.4663, -0.4880, 0.6217], [-0.3488, -1.3971, 0.4348], [0.6547, -1.0324, -0.3819], [0.4932, -0.4632, -1.4265], [2.0119, -1.4781, 0.1081], [3.1542, -0.5046, -0.2095], [4.4132, -1.0404, 0.3446], [3.4100, -0.4253, -1.6407], [2.9160, 0.8116, 0.4027], [-2.6191, -0.6358, -0.4731], [-2.4003, -1.4082, -1.5846], [-4.0187, 0.0368, -0.1831], [-4.7597, 0.5841, -1.4231], [-2.1956, 2.9464, -1.7087], [-2.7118, 3.1333, 0.0619], [-0.1952, 1.7986, -1.0054], [-0.0756, 0.9620, 1.4010], [-1.7577, 1.3847, 1.5936], [-1.9222, -0.8276, 1.5595], [1.9955, -1.7391, 1.1669], [2.2425, -2.3999, -0.4364], [4.7612, -1.7144, -0.3307], [4.2174, -1.5386, 1.2060], [4.3338, -0.0096, -1.7392], [2.7675, 0.2234, -2.0827], [2.8433, 1.5441, -0.2869], [2.0941, 0.8064, 0.9898], [-2.4272, -0.9340, -2.4216], [-4.6191, -0.7520, 0.2900], [-3.8859, 0.8137, 0.5734], [-4.8869, 1.6637, -1.3427], [-4.2277, 0.3774, -2.3532], [-5.7519, 0.1396, -1.5002], [3.8730, -1.5131, 3.6779], [4.3661, -1.8569, 4.4288], [3.8690, -0.5588, 3.8060]],
  "e_homo_ev": -9.1,
  "smiles": "C=CC[C@H](OC(=O)CC(N)(N)N)B(O)CC.O",
  "gap_ev": 9.704
}